Record 1
The following is a quantum chemistry calculation of C20H22ClNOPSm as an isolated structure at a distorted geometry, from OMol25.

CARTESIAN COORDINATES (ANGSTROEM)
H 0.9750 -4.6870 1.9265
H 0.3129 -2.9792 -2.0425
H -0.7443 5.5380 -2.8898
N -1.4090 -2.7116 1.8112
H 1.2512 4.4961 -1.8144
H 1.5085 2.0244 -1.7445
H 3.6344 0.6367 -5.7938
C -3.9849 -1.4348 -3.4769
H -3.0021 -0.2066 -1.9739
C 3.2862 0.0803 -4.9142
H 0.7013 -3.4584 -2.6086
C 0.5083 3.8705 -2.3018
C 3.7616 -1.3906 -3.0647
Sm 1.3827 -0.8308 -0.5620
O 0.2878 -2.4515 0.3442
C -1.5551 3.6470 -3.5486
C 0.6561 2.4808 -2.2692
H -2.4361 -3.0046 -6.0695
C 1.9293 0.0742 -4.5668
C -2.5639 -2.3810 -5.1884
H -0.7665 -5.1036 2.0249
C -2.8843 -0.8064 -2.8879
H 4.4304 -1.9828 -2.4370
C 2.3952 -1.5061 -2.7794
Cl 1.9152 0.7110 1.3603
C -0.3124 1.6650 -2.8871
C -1.4513 -1.7533 -4.6299
H -1.7267 -1.7575 1.5777
H -4.9732 -1.3138 -3.0307
H -1.8036 -3.2750 2.5461
H -2.4285 4.0847 -4.0301
H -0.4571 -1.8790 -5.0545
H 5.2896 -0.5208 -4.3326
H -4.6978 -2.7238 -5.0705
C -1.6175 -0.9100 -3.5165
H 2.1534 -2.3574 -2.0944
H -2.1722 1.6156 -4.0020
P -0.1812 -0.1631 -2.7482
C 0.0124 -4.6182 1.4049
H 0.1014 -5.1581 0.4535
C -3.8329 -2.2124 -4.6373
H 1.2199 0.6822 -5.1275
C -0.6059 4.4565 -2.9128
C 4.2141 -0.6120 -4.1257
C -1.4120 2.2537 -3.5446
C 1.4525 -0.6507 -3.4586
C -0.3690 -3.2170 1.1549

Forces on the atoms, in the same order (eV/Å):
H -0.2 0.1 -0.1
H 0.8 -1.9 -1.8
H 0.1 -0.3 0.0
N 1.0 0.2 -1.2
H -0.1 -0.1 -0.1
H -0.2 0.3 -0.2
H -0.2 -0.2 0.5
C 0.1 0.1 0.0
H 0.0 -0.3 -0.5
C 0.2 -0.3 0.0
H -1.5 1.3 1.8
C 0.0 -0.2 0.2
C -0.3 -0.5 0.2
Sm 0.2 1.4 1.9
O -0.9 -1.1 0.7
C 0.2 -0.2 0.2
C -0.5 -0.1 -0.2
H 0.0 0.1 0.2
C 0.2 0.0 0.5
C 0.0 -0.1 -0.1
H 0.6 0.1 -0.4
C 0.3 0.1 -0.4
H 0.1 0.1 -0.5
C 0.6 0.5 -0.6
Cl -0.2 -0.4 -0.7
C -0.1 0.1 -0.4
C -0.3 0.5 0.3
H 0.2 -0.9 0.6
H 0.3 -0.1 -0.1
H -0.5 0.3 0.0
H 0.3 0.0 0.1
H -0.2 0.0 -0.1
H -0.6 -0.1 0.1
H 0.3 0.3 0.1
C -0.3 -1.1 0.0
H 0.2 0.7 -0.9
H 0.3 0.3 0.0
P -0.3 0.7 0.3
C -0.3 -0.7 0.3
H 0.0 0.2 0.2
C 0.2 0.1 0.5
H 0.2 0.0 0.1
C -0.1 -0.5 -0.2
C 0.1 0.5 -0.1
C 0.3 0.0 0.3
C 0.3 -0.3 -0.5
C -0.2 1.5 0.1

Total charge: +2
Multiplicity: 6

***

Record 2
The following is a quantum chemistry calculation of C28H35BBr2FeN4O5PS3 as an isolated structure at a distorted geometry, from OMol25.

CARTESIAN COORDINATES (ANGSTROEM)
S 0.8060 0.6577 3.0153
C 1.9936 4.4953 -0.4860
C 5.1736 -1.8004 2.6912
H 2.6901 2.2851 4.3866
H 2.5530 2.4273 -0.4843
C -2.7869 5.1306 0.2432
H -0.7778 0.2031 -4.8787
C 0.9360 5.4137 -0.3219
Fe -0.0459 0.4868 0.4993
H -3.0565 -0.4764 -2.9094
O -1.8578 1.6111 0.5700
S 3.1037 0.0977 0.4331
H 3.0030 -5.0578 0.7140
H -2.8932 0.2315 -1.3006
N 0.4561 -1.3492 -4.2217
H 1.3098 -4.3771 -3.4523
C 1.9710 -3.9306 -0.8016
C 0.3895 -2.9448 1.2420
H 1.9856 4.7118 4.1364
H 5.3401 -0.2526 4.1857
O 3.4839 -0.1879 3.3833
P 2.6377 0.6607 2.2511
H 6.2533 -1.9386 2.5894
H -5.3556 -2.5085 -1.8178
C -4.3909 -0.8345 0.8064
C 0.2266 -0.1892 -5.0421
H 4.6947 -1.9462 1.7241
Br -1.4518 7.5840 -0.2607
H 1.0586 3.5936 3.1066
C 0.8392 -2.5932 -4.6419
O -2.0205 -2.3946 -1.5439
H -3.7581 -3.2781 1.8487
H -4.1781 -3.8489 -1.7908
C -1.5398 5.6810 0.0108
H -3.6749 5.7451 0.2677
C 3.0515 2.9269 3.5765
H -5.3637 -0.8546 0.3117
H -4.8999 -3.5230 0.5122
H -0.2049 -2.4646 2.0033
H 1.1123 6.4778 -0.3873
H -4.5283 -1.0134 1.8742
H 4.0123 3.3608 3.8731
B -1.2958 -2.1781 -0.3740
H -3.1945 -4.0475 0.3661
C 0.9548 -3.0519 -1.1106
C 1.7615 3.1505 -0.3397
C -1.7631 2.8980 0.3837
C 1.0486 -3.3398 -3.5380
H 1.5648 -4.0492 2.5591
H 0.9355 -2.8495 -5.6819
H 5.2844 0.3445 2.5124
C -4.3311 -2.8026 -2.0535
C 4.8777 -0.4007 3.2034
C -3.4740 -1.8996 0.2323
C 0.4795 -1.2925 -2.8486
H 4.7865 -2.5453 3.3888
S 0.2604 0.1753 -2.0486
C -3.3500 -1.8927 -1.3263
C 1.3635 -3.8255 1.5194
N 0.0064 -2.6426 -0.1082
O -2.1142 -1.6814 0.6566
C -3.8658 -3.2833 0.7637
H 2.9881 4.8514 -0.7282
H 0.3535 -0.4635 -6.0883
N 0.5514 2.6412 -0.0088
C -0.3634 4.9107 -0.0751
H -4.1726 -2.6999 -3.1280
C -3.4632 -0.4785 -1.8971
C -2.8692 3.7630 0.4305
H -3.9391 0.1499 0.6903
O 3.3162 2.1350 2.4192
H -4.5055 -0.1566 -1.9258
N 0.8107 -2.5541 -2.4165
H 2.6722 -4.1854 -1.5879
Br -4.5864 2.9835 0.7442
H 0.9308 0.5998 -4.7719
C -0.5063 3.5045 0.0996
H 2.3353 4.5744 2.3962
C 2.0429 4.0242 3.2886
C 2.1727 -4.4030 0.4884

Forces on the atoms, in the same order (eV/Å):
S -0.4 -0.4 -0.8
C -0.2 -0.1 0.0
C -0.2 0.1 0.1
H 0.1 0.0 0.0
H 0.0 0.1 0.1
C 0.2 0.1 0.0
H 0.0 0.0 0.0
C 0.2 0.2 0.0
Fe -0.3 1.8 -0.4
H 0.0 0.0 0.0
O 0.8 -1.2 0.0
S -0.7 -0.3 0.3
H 0.0 0.1 0.0
H 0.1 0.1 0.0
N 0.0 0.1 0.3
H -0.1 0.0 0.1
C -0.3 0.4 0.2
C 0.3 -0.2 0.4
H 0.0 0.0 0.0
H 0.0 0.1 -0.1
O -0.4 0.1 -0.2
P 1.2 0.1 0.6
H 0.0 0.0 0.0
H 0.0 0.0 0.0
C 0.4 0.1 0.0
C 0.0 0.1 0.0
H 0.0 -0.1 0.0
Br 0.0 -0.1 0.0
H 0.0 0.0 0.0
C 0.2 -0.2 -0.1
O 0.0 0.1 -0.2
H 0.0 0.0 0.0
H 0.0 0.0 0.0
C -0.1 0.0 0.0
H 0.0 0.0 0.0
C -0.1 0.1 0.2
H 0.0 0.0 0.0
H 0.0 -0.1 0.0
H 0.0 0.1 0.0
H -0.1 0.0 -0.1
H -0.1 0.0 0.0
H 0.0 -0.1 0.0
B -0.2 -0.6 0.4
H -0.1 0.0 0.0
C 0.6 -0.2 0.2
C 0.2 0.2 -0.2
C 0.1 0.5 -0.1
C -0.2 -0.1 0.0
H 0.0 0.1 0.1
H 0.0 0.0 0.0
H 0.0 0.0 0.1
C 0.2 0.0 0.1
C 0.2 0.0 -0.1
C 0.0 -0.4 0.0
C 0.2 -0.7 0.0
H 0.0 0.0 0.0
S -0.1 0.2 0.6
C -0.1 0.3 0.0
C -0.2 0.3 -0.1
N -0.7 0.6 -0.4
O 0.0 0.1 -0.2
C 0.1 0.2 0.0
H 0.0 -0.1 0.0
H 0.0 -0.1 0.0
N 0.0 -0.9 0.2
C 0.0 0.0 0.1
H 0.0 0.0 0.0
C 0.2 -0.1 0.1
C -0.1 -0.3 0.0
H -0.1 0.0 0.0
O -0.2 -0.2 -0.2
H 0.0 0.0 0.0
N -0.1 0.6 -0.6
H 0.0 0.0 0.0
Br 0.0 0.1 0.0
H 0.0 0.0 0.0
C -0.2 0.0 0.0
H 0.0 0.1 -0.1
C 0.1 -0.2 -0.1
C 0.3 -0.6 -0.3

Total charge: -2
Multiplicity: 6

***

Record 3
The following is a quantum chemistry calculation of one molecule with the formula C5H8O3 at a distorted geometry, from OMol25.

CARTESIAN COORDINATES (ANGSTROEM)
O 2.4528 -0.8564 -0.7125
O -2.5908 1.0531 -0.6937
C -1.6511 -0.5840 0.8020
H -2.7903 -1.1386 -1.1050
C 0.7099 0.1220 0.5980
C -2.7894 -0.2194 -0.2131
H -1.8159 1.3989 -1.0845
C 2.0488 0.1932 -0.0373
O 2.8069 1.0856 0.2737
H -1.8201 -1.5717 1.2316
H 2.0086 -1.4242 -1.0008
H -0.1230 -1.5395 -0.7463
C -0.2355 -0.6572 0.2313
H 0.4561 0.7404 1.2369
H -2.0132 0.2122 1.7440
H -3.7498 -0.0636 0.4990

Forces on the atoms, in the same order (eV/Å):
O 12.5 13.1 5.5
O -2.5 1.1 0.0
C -1.6 1.1 1.8
H -0.6 2.6 2.3
C 3.7 -4.1 -6.0
C 0.4 -2.2 0.4
H 1.7 -0.6 -0.5
C 0.0 0.8 2.6
O -0.4 -0.5 -0.9
H -0.4 -0.1 0.0
H -11.6 -13.3 -6.5
H -0.4 2.7 3.1
C -3.4 -3.7 -3.3
H -1.6 6.2 6.2
H 2.3 -2.0 -2.5
H 1.8 -1.2 -2.3

***

Record 4
The following is a quantum chemistry calculation of a 2-piece molecular cluster, C9H9IO overall at a distorted geometry, from OMol25.

CARTESIAN COORDINATES (ANGSTROEM)
C 0.1668 0.2021 -0.1740
I 3.2239 0.3925 -0.2905
C 0.2652 -0.5799 2.0278
C -2.0550 1.7866 0.1155
H -0.3563 -1.3402 2.5100
C -0.2983 0.8924 -1.2775
H 0.4809 -2.6524 -1.3977
H 2.2724 -2.7505 -1.1257
C -1.4280 1.6788 -1.1175
H 0.7628 0.0139 2.8078
H -2.0693 1.1813 2.1825
H -1.8179 2.2239 -1.9641
C -1.5869 1.0903 1.2214
C 1.4379 -2.1684 -1.4662
H -2.9173 2.4268 0.2154
H 1.6022 -1.5941 -2.3580
C 1.3303 -0.6689 0.0159
O 1.2580 -1.2413 1.2421
C -0.4808 0.2838 1.0588
H 0.2096 0.8234 -2.2263

Forces on the atoms, in the same order (eV/Å):
C -0.3 0.1 0.6
I -0.1 0.0 0.1
C -0.2 0.2 0.6
C -0.1 0.0 0.1
H 0.1 0.1 -0.1
C 0.0 -0.1 0.1
H -0.3 -0.2 0.0
H 0.3 -0.2 0.0
C 0.1 0.0 -0.2
H -0.1 -0.1 -0.1
H -0.1 0.0 0.1
H 0.0 0.1 -0.1
C 0.0 0.0 0.0
C -0.4 2.9 3.0
H -0.1 0.1 0.0
H 0.1 0.1 -0.3
C 0.9 -2.9 -3.4
O 0.0 -0.1 0.1
C 0.3 -0.1 -0.4
H 0.1 0.0 -0.1

***

Record 5
The following is a quantum chemistry calculation of a 16-piece molecular cluster, C43H72Br2Cl30F6N5O3S overall at a distorted geometry, from OMol25.

CARTESIAN COORDINATES (ANGSTROEM)
H -3.4677 5.9299 -0.9391
C 0.3557 -3.8499 -1.2994
H 1.2760 -1.9407 3.4049
H -1.9837 -0.1895 0.0263
C -5.5982 3.8353 2.3283
Cl 2.1623 -0.2232 -9.1590
C 4.5618 -5.3909 2.3514
H -0.2162 3.9838 7.2167
H -2.3173 0.4569 -2.3411
H -7.5096 7.0124 2.9559
H -2.2363 4.7232 -0.7687
Cl -5.2755 4.4899 12.4731
Cl 2.6580 -3.0235 7.7005
Cl -1.8976 -9.1260 -2.8419
H -1.7147 0.5092 8.9533
Cl -1.7317 2.3838 10.3811
Cl -9.1678 7.9649 4.3286
C -2.0932 -0.5589 -2.0349
Br -0.8779 -7.1313 1.2006
C -7.5101 7.7347 3.7652
H -0.7926 2.2915 3.9979
C 0.4820 -1.1950 1.5954
H 2.4069 -3.2793 -1.4448
H 1.3123 3.6967 0.7358
C 0.3180 -5.9831 0.1501
C 5.7407 2.9124 -2.3283
C 0.3923 3.0902 7.2788
Cl -0.4259 1.7859 6.3965
Br -2.0807 -5.1519 -1.1180
H -1.1806 5.4644 -4.1295
H 1.5663 -1.6082 -2.8652
C -3.4582 -1.1883 -1.6946
H 0.2535 -0.3626 2.2296
Cl -1.4298 -0.4316 -7.3063
H 3.7909 -5.1495 1.6286
H 2.7602 -7.4836 -2.8450
Cl 2.0187 -5.9839 -4.4986
H 1.8454 0.6699 -11.3016
C 3.2712 -0.3727 2.5279
H -6.0493 3.9829 6.9726
Cl -0.3271 -11.5937 -2.9246
Cl 2.7046 -5.8583 6.9710
N 0.0966 2.6980 2.1524
Cl 8.2022 -1.4967 -1.3945
N 1.2777 -1.6395 -0.8186
H 1.1736 4.5274 -3.7142
H 1.4052 -3.0970 2.1553
C 7.7600 -1.1033 0.2663
O -4.8106 3.3185 1.4531
Cl -6.3453 4.1894 9.7661
Cl 1.9894 3.4389 6.6046
H -3.3921 5.9794 -3.2157
Cl 3.1068 -5.3740 -1.8608
F 1.3407 -5.7420 0.9282
Cl 2.4385 -1.0216 -12.8368
H -5.6593 3.5536 3.3683
H -3.8529 -0.6490 -0.8457
C 0.5231 1.1400 -3.0228
H -4.0743 -0.6430 -3.5981
N -6.3077 4.7265 1.8333
H -1.1969 -1.6364 -0.4977
H 0.5097 2.7907 8.3124
Cl 4.7769 -1.2873 -1.8675
H 1.6946 -3.2146 -13.2453
H 2.1850 2.4750 1.6815
C -0.0357 0.2357 -0.5769
H 3.1925 -3.1806 -12.2914
H -4.5200 -2.1007 -3.1773
H 3.6400 -4.8209 8.8599
C 2.9137 -1.5897 2.2016
S -4.3290 3.6586 -1.1796
H 1.8989 2.6944 -2.2550
Cl -6.4591 7.1286 5.0547
C -0.2100 1.6905 -0.1638
C -5.1227 3.4666 6.7536
C 1.3839 3.2115 1.6892
C -3.1086 -0.0168 -6.9623
Cl -2.7418 -0.3131 10.8997
C 3.5416 -4.5528 7.8154
H -3.7009 -0.9211 -7.0250
Cl 1.2762 -2.9371 -10.9461
Cl 3.8197 -5.5226 3.9493
H -7.1219 8.6857 3.4226
H 5.6727 -1.1576 -4.0391
C -1.5627 0.6558 10.0157
C 1.5197 -2.0455 2.3551
H 0.6481 -4.5376 -2.0697
N -5.9714 4.7812 0.5253
F -0.6941 -3.9722 0.8308
O -1.4604 -1.3127 -3.0458
H -0.3619 -3.1837 -1.7478
Cl -3.3105 0.6793 -5.3392
C -1.3186 5.3545 -3.0608
H 0.4004 -0.1644 -10.7158
C 0.9124 -0.6812 0.2517
H 7.0931 -0.2488 0.2493
H -4.2463 3.5258 10.5941
F 2.9049 0.1816 3.6094
H 4.1052 -6.6037 -3.6038
C 2.2182 -2.7296 -12.4311
C -3.1115 4.9922 -1.3349
C 1.5860 -3.0886 -0.7489
H 1.8754 0.7780 -1.5062
H 0.4158 -9.4006 -2.5368
C 1.3073 -1.1072 -1.9594
H 0.8455 2.7777 4.0612
H -1.2900 3.3360 -2.4544
H -1.9744 -2.1023 -3.2422
Cl 4.6704 4.2871 -2.6113
H 1.6840 3.9884 2.3739
C -0.5487 4.1111 -2.5785
H -4.3035 4.1729 6.7016
F 0.6335 -6.6730 -0.9055
H 1.8171 -0.0825 0.3446
H -5.5613 2.5166 11.2274
Cl 0.5209 2.0645 -9.9557
H -3.2871 -2.2310 -1.4594
Cl -4.7949 2.3071 8.0379
H -0.4444 -1.7339 1.4897
H -1.0635 2.0621 -0.7092
H 5.3053 -4.6018 2.3819
H -0.5244 1.3719 -3.0694
C 4.9538 -1.8031 -3.5470
C 1.3298 2.4716 -3.1511
C -0.5447 1.8399 1.2968
C 1.2082 0.5082 -10.4558
N -4.4303 -1.1645 -2.8087
H 5.7855 2.7200 -1.2630
Cl 3.4161 -1.7026 -4.4099
C 0.1482 2.1633 3.5218
F 3.8535 -2.4066 1.7423
C -2.8032 5.1669 -2.8185
O -1.4663 1.1870 1.7107
H 0.0449 3.4776 -4.5157
C 3.0993 -6.5222 -3.2117
Cl 5.1573 1.4505 -3.1413
H 6.7265 3.1510 -2.7079
H 4.5197 -4.4224 7.3682
C 0.9317 0.3122 -1.8057
H 1.9000 -3.4370 0.2164
C -1.3223 -0.5879 -0.7273
H 2.0559 2.3070 -3.9362
Cl 6.9126 -2.4417 1.0411
H 0.6274 2.2608 -0.5182
C 0.5108 3.6869 -3.5689
C -0.3783 -4.6628 -0.2596
Cl 5.3441 -6.8967 1.8620
H -0.5660 0.3392 10.2984
C -5.1009 3.9729 0.3181
H -3.4540 0.7067 -7.6905
H -3.1160 4.2682 -3.3308
H -0.9894 6.2607 -2.5739
C -5.2520 3.5280 10.9929
H 8.6569 -0.8685 0.8259
Cl -5.2805 2.6687 5.1750
H 0.7519 0.5735 -3.9108
H 5.3017 -2.8289 -3.5618
C -0.4610 -9.9689 -2.2500
H -0.5225 -10.0426 -1.1708
H -0.0755 4.3735 -1.6409
F 4.0145 0.3376 1.7290
H 0.5137 1.1469 3.5508

Forces on the atoms, in the same order (eV/Å):
H -0.4 0.1 0.3
C 0.4 -0.1 1.0
H -0.3 -0.2 0.4
H -0.2 0.0 0.4
C -0.3 -0.6 2.6
Cl 0.1 0.1 0.1
C 0.0 0.1 0.0
H 0.0 0.0 -0.1
H 0.3 0.3 -0.5
H 0.0 -0.1 0.1
H 0.4 -0.2 0.2
Cl 0.0 0.0 0.0
Cl 0.0 0.0 0.0
Cl 0.0 0.1 0.0
H -0.1 0.1 0.0
Cl 0.2 0.0 -0.1
Cl 0.0 0.0 0.0
C -1.4 -0.8 1.0
Br 0.1 0.0 0.2
C -0.1 -0.1 -0.2
H -0.7 -0.3 0.1
C 0.4 -0.9 -0.3
H -0.1 0.5 0.3
H -0.1 0.1 -0.5
C -2.8 -0.2 1.2
C 0.1 0.1 0.0
C 0.0 0.0 0.1
Cl -0.1 -0.1 0.7
Br 0.0 0.0 -0.2
H 0.2 0.2 -0.3
H 0.1 -0.4 -0.2
C -0.1 0.4 -1.2
H -0.1 0.6 0.0
Cl 0.1 0.0 0.0
H 0.0 -0.1 0.0
H -0.1 0.0 0.1
Cl 0.0 0.0 0.0
H 0.1 0.2 0.0
C 0.5 -1.2 -1.3
H -0.1 -0.1 0.0
Cl 0.1 0.0 0.0
Cl 0.0 0.0 0.1
N 1.4 -0.9 -0.9
Cl 0.2 0.0 -0.1
N 0.8 -2.3 1.0
H 0.4 0.3 -0.2
H 0.2 -0.5 -0.1
C -0.1 0.1 0.0
O 3.2 -3.1 -0.4
Cl -0.4 0.5 0.5
Cl 0.0 0.0 0.0
H -0.2 0.3 -0.2
Cl 0.8 -0.5 -0.2
F 1.7 0.5 0.3
Cl 0.2 -0.4 -0.5
H 0.4 -0.1 -0.7
H -0.3 0.0 0.3
C 0.8 0.6 -0.2
H -0.1 0.3 0.1
N -2.8 2.8 0.1
H 0.3 -0.3 0.2
H 0.0 -0.1 0.0
Cl -0.3 -0.6 0.4
H -0.1 0.1 0.0
H 0.1 -0.3 -0.1
C 1.4 -0.7 -0.3
H 0.0 0.1 0.1
H -0.3 -0.2 0.0
H -0.1 0.0 0.0
C -0.9 -0.7 0.9
S 0.3 -0.5 -0.8
H 0.1 0.0 0.4
Cl 0.1 0.0 0.0
C -0.1 -0.1 0.4
C 0.0 0.1 0.1
C 0.0 0.5 0.7
C 0.0 -0.1 0.0
Cl 0.0 0.0 0.0
C 0.1 0.0 0.0
H 0.0 0.0 0.1
Cl 0.0 -0.2 -0.2
Cl 0.0 0.1 -0.1
H 0.0 0.1 0.1
H 0.0 0.1 0.0
C 0.0 -0.1 0.0
C -0.3 -0.3 0.9
H 0.2 -0.3 -0.4
N -4.5 4.9 -0.8
F 0.2 0.7 1.1
O 0.9 0.2 -0.3
H -0.1 0.4 -0.1
Cl 0.1 0.2 -0.3
C -0.4 -0.5 -0.2
H 0.0 0.0 0.1
C 0.2 1.3 0.1
H 0.0 0.0 0.0
H 0.0 0.1 0.0
F -1.4 2.3 1.4
H 0.0 0.1 0.0
C 0.0 -0.1 0.0
C -0.1 0.2 0.1
C -0.6 0.1 -1.0
H 0.2 0.0 0.6
H 0.0 0.0 -0.1
C -0.8 1.8 -0.4
H 0.3 0.2 0.3
H -0.1 -0.5 0.4
H -0.2 0.1 0.0
Cl 0.0 0.0 0.0
H 0.2 0.3 0.3
C 0.0 1.0 -0.5
H 0.1 0.0 -0.1
F 0.9 -0.6 -1.4
H 0.4 0.1 0.4
H -0.1 0.0 0.0
Cl 0.0 0.0 0.0
H 0.1 -0.3 0.6
Cl 0.5 -0.6 -0.5
H -0.3 -0.3 0.2
H -0.4 0.2 -0.2
H 0.0 -0.1 0.0
H -0.6 -0.2 0.2
C 0.2 0.0 0.0
C -0.4 -0.3 -0.4
C -0.5 0.8 0.0
C -0.3 0.3 0.4
N 0.5 -0.3 0.1
H -0.1 0.0 0.0
Cl 0.1 -0.1 -0.4
C 0.2 1.2 -0.6
F 0.3 -0.7 -2.1
C 0.1 -0.2 0.4
O -1.2 -1.1 0.6
H -0.3 -0.1 -0.6
C 0.0 -0.2 -0.1
Cl 0.1 0.5 -0.2
H 0.0 0.0 -0.1
H 0.0 0.0 -0.1
C -1.0 0.1 -1.2
H 0.0 0.3 0.5
C -0.3 1.0 -0.7
H 0.5 0.0 -0.1
Cl 0.0 -0.1 0.1
H 0.4 0.2 0.1
C 0.1 -0.4 0.6
C -0.9 -1.0 -1.4
Cl 0.0 0.0 -0.1
H 0.0 0.0 0.1
C 3.4 -2.9 -1.0
H 0.1 0.1 0.0
H -0.1 -0.3 -0.4
H 0.3 0.3 0.1
C 0.0 0.0 0.0
H 0.1 -0.1 0.0
Cl 0.2 -0.4 0.9
H -0.2 -0.3 -0.4
H -0.1 0.0 0.1
C 0.0 0.0 0.1
H -0.1 0.0 0.0
H 0.1 -0.4 0.5
F 1.9 1.1 0.2
H -0.1 -0.4 0.1

Total charge: +1

***

Number 1: E_tot -64336.0352 eV. Number 2: E_tot -262752.1722 eV. Number 3: E_tot -11451.9925 eV. Number 4: E_tot -19625.2289 eV. Number 5: E_tot -602239.2161 eV.